1.
Here is a 2-piece molecular cluster, C3H3NO2 overall from the Open Molecules 2025 dataset. Energies are from wB97M-V/def2-TZVPD.

Each line ends with the Mulliken charge.
Positions of all 9 atoms, in Å:
C -1.43 -0.84 -0.46  -0.1843
C -0.42 -0.06 -0.45  -0.1129
C -1.24 0.33 0.66  -0.4127
N 2.33 0.31 -0.41  0.6704
O 2.73 0.64 -1.50  -0.3532
O 2.84 0.08 0.68  -0.3686
H -2.15 -1.62 -0.83  0.3204
H -1.86 1.17 0.63  0.2607
H -0.82 -0.02 1.69  0.1803

Relative energy (zero: lowest compared OMol25 entry of this formula, charge and spin), kcal/mol: 217.26
LUMO (alpha / beta), eV: -1.1 / -1.4
Multiplicity: 1
Calculated total energy, a.u.: -321.031415
Total charge: 0
Kohn-Sham gap (alpha / beta), eV: 8.77 / 7.70

2.
Here is one molecule with the formula C3H3NO2 from the Open Molecules 2025 dataset. Energies are from wB97M-V/def2-TZVPD.

Each line ends with the Mulliken charge.
Positions of all 9 atoms, in Å:
O 0.31 0.87 1.71  -0.4482
C -0.05 -0.26 1.51  0.1651
O -0.57 -0.76 0.36  -0.2976
C -0.51 0.03 -0.81  -0.2074
C 0.89 0.33 -1.17  0.2464
N 1.98 0.53 -1.48  -0.3454
H -0.01 -1.10 2.20  0.3523
H -0.95 -0.60 -1.59  0.2635
H -1.09 0.95 -0.72  0.2712

Relative energy (zero: lowest compared OMol25 entry of this formula, charge and spin), kcal/mol: 30.19
LUMO, eV: 0.6
Multiplicity: 1
Structure (SMILES): N#CCOC=O
Calculated total energy, a.u.: -321.329541
Total charge: 0
Kohn-Sham gap, eV: 12.05

3.
Here is one molecule with the formula C3H3NO2 from the Open Molecules 2025 dataset. Energies are from wB97M-V/def2-TZVPD.

Each line ends with the Mulliken charge.
Positions of all 9 atoms, in Å:
O 1.62 0.10 1.19  -0.4752
C 1.58 0.22 0.00  0.1928
O 0.52 -0.09 -0.78  -0.2942
C -0.63 -0.53 -0.08  -0.1942
C -1.59 0.57 0.07  0.2108
N -2.42 1.36 0.05  -0.3490
H 2.40 0.58 -0.64  0.3551
H -1.12 -1.28 -0.70  0.2466
H -0.36 -0.95 0.89  0.3072

Relative energy (zero: lowest compared OMol25 entry of this formula, charge and spin), kcal/mol: 29.04
LUMO, eV: 0.7
Multiplicity: 1
Structure (SMILES): N#CCOC=O
Calculated total energy, a.u.: -321.331362
Total charge: 0
Kohn-Sham gap, eV: 12.23

4.
Here is one molecule with the formula C3H3NO2 from the Open Molecules 2025 dataset. Energies are from wB97M-V/def2-TZVPD.

Each line ends with the Mulliken charge.
Positions of all 9 atoms, in Å:
C -0.69 -0.14 -0.01  0.5569
C 0.16 0.86 -0.05  -0.3182
C 1.45 0.21 0.04  -0.2936
H -2.32 -1.03 0.27  0.3688
H -0.07 1.93 -0.17  0.3205
H 2.39 0.63 0.04  0.4431
N 1.26 -1.06 -0.03  -0.3659
O -2.01 -0.09 -0.02  -0.5121
O -0.16 -1.31 -0.08  -0.1995

Relative energy (zero: lowest compared OMol25 entry of this formula, charge and spin), kcal/mol: 61.24
LUMO, eV: 0.6
Multiplicity: 1
Structure (SMILES): Oc1ccno1
Calculated total energy, a.u.: -321.280057
Total charge: 0
Kohn-Sham gap, eV: 9.89

| no. | maximum force (eV Å⁻¹) |
| --- | --- |
| 1 | 3.47 |
| 2 | 1.07 |
| 3 | 0.55 |
| 4 | 4.93 |